Arrangement P

ORCA calculation (ωB97M-V/def2-TZVPD) on a molecular structure, C3H8O3.

The geometry in ORCA input format:
```
! wB97M-V def2-TZVPD RIJCOSX def2/J DEFGRID3
* xyz 0 1
C 0.400 -1.622 -0.210
C -0.090 0.024 -0.393
C -0.452 2.138 -0.056
O 0.607 0.647 0.685
O 1.413 -1.500 0.620
O -0.699 -2.365 0.270
H 1.280 -0.282 0.937
H -0.603 -2.401 1.232
H 0.634 -1.994 -1.213
H -1.169 -0.053 -0.270
H 0.264 0.323 -1.381
H -0.843 2.317 0.934
H -1.210 2.130 -0.830
H 0.467 2.638 -0.325
*
```

Values from the calculation:
HOMO	-9.1	eV

Mulliken charges, unit e, in atom order:
1. C 0.11
2. C -0.40
3. C -0.61
4. O -0.49
5. O -0.65
6. O -0.50
7. H 0.39
8. H 0.30
9. H 0.29
10. H 0.31
11. H 0.26
12. H 0.32
13. H 0.34
14. H 0.33

Arrangement Q

ORCA calculation (ωB97M-V/def2-TZVPD) on 2 unconnected molecules or ions with the total composition C3H8O3.

The geometry in ORCA input format:
```
! wB97M-V def2-TZVPD RIJCOSX def2/J DEFGRID3
* xyz 0 1
C 2.052 -1.268 -0.745
O 2.489 -1.669 0.570
C 2.083 0.346 -0.837
H 0.931 -1.502 -0.683
H 2.390 -1.764 -1.664
H 3.446 -1.783 0.731
H 3.046 0.672 -1.281
H 1.909 0.857 0.105
H 1.281 0.598 -1.609
O -5.120 1.546 1.322
C -4.081 1.132 0.703
O -3.042 0.759 1.451
H -3.980 1.049 -0.337
H -3.404 1.027 2.275
*
```

Values from the calculation:
HOMO	-10.2	eV
SMILES string	O=CO.CCO

Mulliken charges, unit e, in atom order:
1. C -0.25
2. O -0.52
3. C -0.83
4. H 0.19
5. H 0.30
6. H 0.29
7. H 0.27
8. H 0.28
9. H 0.26
10. O -0.56
11. C 0.24
12. O -0.37
13. H 0.37
14. H 0.32

Most stable of them? arrangement Q.

Arrangement P

ORCA calculation (ωB97M-V/def2-TZVPD) on a single C12H16O2S molecule.

The geometry in ORCA input format:
```
! wB97M-V def2-TZVPD RIJCOSX def2/J DEFGRID3
* xyz 0 1
C -3.504 -0.423 0.988
C -2.095 -0.303 1.038
C -3.892 0.044 -0.231
C -1.719 0.119 -0.197
C 0.494 1.530 -0.318
C -0.455 0.180 -1.012
C 1.442 0.935 0.514
C 0.531 -0.933 -0.834
C 2.823 1.567 0.269
C 1.089 1.213 2.057
C 1.334 -1.315 -2.093
C -0.093 -2.207 -0.172
O -2.812 0.481 -0.940
O 1.432 -0.457 0.188
S 0.315 3.071 -0.684
H -4.156 -0.853 1.667
H -1.424 -0.795 1.737
H -4.932 0.360 -0.616
H -0.768 0.340 -2.029
H 3.675 0.957 0.800
H 2.787 2.531 0.615
H 2.948 1.644 -0.756
H 1.639 2.046 2.435
H 1.320 0.324 2.604
H 0.019 1.427 2.143
H 1.816 -0.326 -2.527
H 0.624 -1.818 -2.853
H 2.174 -2.017 -1.923
H -1.099 -2.264 -0.438
H -0.053 -2.061 0.915
H 0.540 -2.999 -0.347
*
```

Values from the calculation:
HOMO	-8.2	eV
SMILES string	CC1(C)OC(C)(C)[C@@H](c2ccco2)C1=S

Mulliken charges, unit e, in atom order:
1. C -0.65
2. C -0.44
3. C -0.52
4. C 0.34
5. C -0.59
6. C 0.18
7. C 1.86
8. C 1.25
9. C -1.97
10. C -1.59
11. C -1.42
12. C -1.86
13. O -0.40
14. O -0.44
15. S -0.26
16. H 0.49
17. H 0.48
18. H 0.33
19. H 0.45
20. H 0.29
21. H 0.54
22. H 0.51
23. H 0.43
24. H 0.37
25. H 0.36
26. H 0.30
27. H 0.35
28. H 0.38
29. H 0.39
30. H 0.34
31. H 0.51

Arrangement Q

ORCA calculation (ωB97M-V/def2-TZVPD) on a single C12H16O2S molecule.

The geometry in ORCA input format:
```
! wB97M-V def2-TZVPD RIJCOSX def2/J DEFGRID3
* xyz 0 1
C -3.572 -0.183 1.103
C -2.260 -0.609 0.818
C -3.915 0.521 -0.036
C -1.882 -0.078 -0.422
C 0.558 1.704 -0.363
C -0.643 -0.278 -1.182
C 1.314 0.896 0.585
C 0.477 -1.036 -0.761
C 2.780 1.358 0.193
C 1.131 1.417 2.092
C 1.445 -1.089 -1.964
C 0.059 -2.463 -0.263
O -2.941 0.516 -0.982
O 1.173 -0.509 0.401
S 0.079 3.189 -0.651
H -4.094 -0.153 2.077
H -1.678 -1.201 1.571
H -4.838 1.072 -0.208
H -0.801 0.027 -2.170
H 2.714 2.098 -0.655
H 3.214 0.410 -0.223
H 3.388 1.726 1.034
H 0.021 1.320 2.387
H 1.267 2.549 1.983
H 1.825 0.907 2.761
H 1.580 -0.147 -2.387
H 1.011 -1.709 -2.734
H 2.440 -1.624 -1.764
H 0.850 -2.729 0.473
H 0.101 -3.350 -0.969
H -0.804 -2.553 0.255
*
```

Values from the calculation:
HOMO (alpha / beta)	-7.0 / -7.1	eV

Mulliken charges, unit e, in atom order:
1. C -0.72
2. C -0.19
3. C -0.32
4. C 0.23
5. C -0.64
6. C -0.96
7. C 1.80
8. C 2.34
9. C -1.34
10. C -1.45
11. C -2.16
12. C -1.66
13. O -0.41
14. O -0.44
15. S -0.19
16. H 0.34
17. H 0.40
18. H 0.44
19. H 0.53
20. H 0.29
21. H 0.29
22. H 0.38
23. H 0.30
24. H 0.39
25. H 0.38
26. H 0.48
27. H 0.54
28. H 0.32
29. H 0.39
30. H 0.29
31. H 0.36

Most stable of them? arrangement P.

Arrangement P

ORCA calculation (ωB97M-V/def2-TZVPD) on a molecular structure, C28H56O31S4.

The geometry in ORCA input format:
```
! wB97M-V def2-TZVPD RIJCOSX def2/J DEFGRID3
* xyz 0 1
C 0.756 -1.058 -3.391
C -0.426 -1.730 -4.033
O -1.011 -0.785 -4.925
C -2.205 -1.064 -5.440
O -2.892 -2.016 -5.187
O -2.512 -0.057 -6.261
C -3.587 -0.228 -7.155
H 1.410 -0.579 -4.120
H 1.310 -1.790 -2.805
H 0.391 -0.271 -2.730
H -1.159 -2.028 -3.281
H -0.130 -2.634 -4.572
H -4.530 0.084 -6.689
H -3.747 -1.275 -7.413
H -3.455 0.390 -8.037
C 0.664 -0.724 0.314
C -0.810 -0.542 0.533
O -1.320 -0.194 -0.756
C -2.544 0.297 -0.891
O -3.321 0.537 0.000
O -2.767 0.455 -2.196
C -3.994 1.087 -2.541
H 1.148 0.152 -0.132
H 0.817 -1.522 -0.415
H 1.254 -0.868 1.218
H -1.009 0.240 1.266
H -1.245 -1.468 0.913
H -4.086 2.051 -2.033
H -4.881 0.524 -2.253
H -3.945 1.242 -3.614
C -0.411 -0.193 6.154
C -0.285 0.244 4.722
O -1.242 -0.412 3.877
C -2.431 0.169 3.717
O -2.800 1.250 4.074
O -3.182 -0.741 3.071
C -4.532 -0.379 2.844
H -1.338 0.205 6.578
H 0.408 0.166 6.775
H -0.432 -1.279 6.258
H 0.703 0.008 4.325
H -0.359 1.329 4.627
H -4.904 -0.943 1.997
H -4.663 0.690 2.677
H -5.140 -0.580 3.732
C -1.424 2.922 -4.731
C 0.060 2.998 -5.022
O 0.613 4.258 -4.597
C 0.943 4.349 -3.320
O 0.797 3.468 -2.500
O 1.403 5.570 -3.089
C 1.731 5.879 -1.729
H -1.828 2.035 -5.226
H -1.942 3.702 -5.298
H -1.613 2.932 -3.662
H 0.223 2.951 -6.096
H 0.616 2.195 -4.542
H 2.062 5.010 -1.166
H 0.832 6.228 -1.218
H 2.480 6.661 -1.762
C 9.456 -3.329 2.354
C 8.891 -2.026 2.913
O 7.684 -1.646 2.263
C 6.578 -2.269 2.667
O 6.468 -2.972 3.636
O 5.598 -1.965 1.820
C 4.338 -2.574 2.049
H 8.640 -4.012 2.136
H 10.061 -3.791 3.138
H 10.128 -3.142 1.520
H 9.621 -1.223 2.852
H 8.689 -2.153 3.978
H 3.623 -2.380 1.257
H 3.920 -2.262 3.008
H 4.501 -3.651 2.146
C -6.751 -1.404 -1.064
C -7.195 -2.839 -1.300
O -8.211 -2.778 -2.307
S -8.824 -1.314 -2.465
O -10.172 -1.356 -2.038
O -8.494 -0.763 -3.722
O -7.925 -0.627 -1.352
H -5.984 -1.029 -1.744
H -6.439 -1.211 -0.043
H -7.690 -3.229 -0.407
H -6.419 -3.537 -1.600
C -2.032 3.440 1.425
C -1.122 3.512 0.220
O 0.170 3.886 0.715
S 0.016 4.490 2.219
O 0.533 5.802 2.272
O 0.438 3.509 3.144
O -1.564 4.598 2.166
H -1.836 2.533 1.998
H -3.089 3.578 1.239
H -1.445 4.187 -0.574
H -1.027 2.532 -0.257
C 4.696 1.626 -0.706
C 3.700 2.736 -0.443
O 3.484 2.634 0.981
S 3.966 1.230 1.568
O 2.891 0.605 2.224
O 5.212 1.364 2.217
O 4.208 0.567 0.124
H 5.677 1.952 -0.358
H 4.722 1.287 -1.736
H 2.734 2.691 -0.943
H 4.169 3.698 -0.653
C 0.579 -4.238 2.696
C 1.753 -5.229 2.740
O 2.610 -4.646 3.758
S 1.667 -4.185 4.946
O 2.266 -3.115 5.628
O 1.160 -5.317 5.630
O 0.501 -3.637 3.987
H -0.360 -4.691 2.391
H 0.838 -3.445 1.990
H 2.387 -5.141 1.863
H 1.486 -6.252 2.989
*
```

Values from the calculation:
HOMO	-10.8	eV

Mulliken population analysis, charges in e, atoms 1 to 99:
1. C -0.78
2. C -0.30
3. O -0.16
4. C 0.74
5. O -0.60
6. O -0.27
7. C -0.80
8. H 0.39
9. H 0.38
10. H -0.06
11. H 0.23
12. H 0.40
13. H 0.30
14. H 0.36
15. H 0.24
16. C -1.14
17. C 0.29
18. O -0.01
19. C 0.27
20. O -0.53
21. O 0.37
22. C -0.40
23. H 0.15
24. H 0.12
25. H 0.45
26. H -0.34
27. H 0.34
28. H 0.34
29. H -0.16
30. H 0.18
31. C -1.43
32. C 0.25
33. O -0.03
34. C 0.64
35. O -0.58
36. O -0.24
37. C -0.64
38. H 0.39
39. H 0.41
40. H 0.24
41. H 0.13
42. H 0.23
43. H 0.03
44. H 0.31
45. H 0.39
46. C -0.17
47. C -0.24
48. O -0.38
49. C 0.61
50. O -0.37
51. O -0.40
52. C -0.26
53. H -0.09
54. H 0.37
55. H -0.04
56. H 0.38
57. H 0.13
58. H -0.07
59. H 0.27
60. H 0.29
61. C -1.00
62. C -0.25
63. O -0.34
64. C 0.63
65. O -0.58
66. O -0.34
67. C -0.84
68. H 0.30
69. H 0.33
70. H 0.29
71. H 0.34
72. H 0.30
73. H 0.25
74. H 0.41
75. H 0.49
76. C 0.35
77. C -0.29
78. O -0.35
79. S 1.13
80. O -0.54
81. O -0.53
82. O -0.30
83. H -0.33
84. H 0.14
85. H 0.31
86. H 0.32
87. C -0.17
88. C 0.25
89. O -0.09
90. S 0.94
91. O -0.64
92. O -0.42
93. O -0.45
94. H 0.08
95. H 0.36
96. H 0.28
97. H -0.26
98. C -0.59
99. C 0.07

Arrangement Q

ORCA calculation (ωB97M-V/def2-TZVPD) on 9 unconnected molecules or ions with the total composition C28H56O31S4.

The geometry in ORCA input format:
```
! wB97M-V def2-TZVPD RIJCOSX def2/J DEFGRID3
* xyz 0 1
C -14.408 0.876 -1.867
C -14.659 -0.548 -2.297
O -15.438 -0.647 -3.480
C -16.758 -0.775 -3.371
O -17.392 -0.804 -2.354
O -17.237 -0.781 -4.619
C -18.615 -0.714 -4.857
H -13.815 0.886 -0.950
H -15.332 1.352 -1.526
H -13.931 1.477 -2.637
H -14.985 -1.181 -1.476
H -13.703 -0.973 -2.611
H -18.821 -0.660 -5.923
H -19.098 0.173 -4.435
H -19.180 -1.543 -4.426
C -16.193 -12.599 0.422
C -16.191 -13.544 1.589
O -15.417 -14.724 1.307
C -15.988 -15.726 0.623
O -16.978 -15.740 -0.047
O -15.253 -16.836 0.833
C -15.499 -17.883 -0.113
H -15.242 -12.058 0.437
H -16.956 -11.825 0.488
H -16.254 -13.159 -0.507
H -17.201 -13.922 1.785
H -15.911 -13.165 2.569
H -15.299 -17.607 -1.148
H -16.544 -18.194 -0.130
H -14.874 -18.694 0.247
C -19.317 -1.026 2.732
C -18.543 -0.104 1.782
O -17.177 -0.450 1.729
C -16.300 -0.147 2.673
O -16.600 0.391 3.705
O -15.046 -0.498 2.348
C -14.814 -1.243 1.135
H -20.396 -0.972 2.602
H -18.971 -0.956 3.760
H -19.082 -1.999 2.291
H -18.610 0.961 2.008
H -18.976 -0.336 0.809
H -15.368 -0.782 0.323
H -14.895 -2.306 1.333
H -13.804 -0.939 0.851
C -20.771 -13.981 -1.623
C -19.482 -14.079 -2.356
O -18.668 -12.945 -1.997
C -17.794 -12.453 -2.872
O -17.579 -12.890 -3.978
O -17.261 -11.371 -2.360
C -16.314 -10.614 -3.022
H -21.404 -13.152 -1.937
H -20.521 -13.831 -0.568
H -21.343 -14.909 -1.609
H -19.655 -14.086 -3.433
H -18.853 -14.907 -2.027
H -16.739 -9.738 -3.525
H -15.686 -11.133 -3.744
H -15.683 -10.075 -2.311
C -17.506 -3.562 0.101
C -16.669 -4.810 0.421
O -16.853 -5.855 -0.551
C -17.747 -6.797 -0.237
O -18.307 -6.898 0.822
O -17.775 -7.653 -1.266
C -18.667 -8.725 -1.159
H -18.543 -3.762 0.401
H -17.537 -3.243 -0.938
H -17.283 -2.769 0.815
H -16.806 -5.200 1.424
H -15.647 -4.567 0.124
H -19.586 -8.539 -0.604
H -18.272 -9.598 -0.632
H -19.002 -9.040 -2.146
C -21.729 -9.309 1.672
C -21.455 -8.166 2.667
O -21.097 -8.752 3.941
S -20.828 -10.317 3.766
O -21.929 -11.140 4.234
O -19.540 -10.618 4.322
O -20.850 -10.327 2.128
H -21.486 -8.982 0.663
H -22.720 -9.764 1.585
H -22.298 -7.489 2.751
H -20.490 -7.756 2.370
C -11.466 -6.027 3.854
C -11.104 -5.445 2.489
O -12.256 -5.665 1.686
S -13.616 -5.572 2.562
O -14.494 -6.628 2.169
O -14.184 -4.223 2.543
O -12.891 -5.957 4.000
H -11.144 -5.449 4.717
H -11.185 -7.079 3.854
H -10.217 -5.971 2.138
H -10.798 -4.397 2.499
C -24.414 -12.123 -2.324
C -24.999 -10.747 -1.918
O -23.953 -9.777 -2.012
S -22.639 -10.364 -2.796
O -21.523 -10.625 -1.961
O -22.411 -9.586 -3.961
O -23.435 -11.709 -3.241
H -25.186 -12.712 -2.815
H -24.010 -12.695 -1.488
H -25.398 -10.793 -0.905
H -25.840 -10.465 -2.551
C -20.741 -3.886 -2.202
C -22.164 -4.083 -1.715
O -22.381 -5.443 -2.026
S -21.055 -6.354 -1.714
O -20.851 -7.252 -2.804
O -21.136 -6.817 -0.367
O -20.058 -5.087 -1.827
H -20.257 -2.968 -1.878
H -20.722 -3.952 -3.292
H -22.942 -3.400 -2.047
H -22.254 -4.059 -0.621
*
```

Values from the calculation:
HOMO	-10.3	eV
SMILES string	O=S1(=O)OCCO1.O=S1(=O)OCCO1.O=S1(=O)OCCO1.O=S1(=O)OCCO1.CCOC(=O)OC.CCOC(=O)OC.CCOC(=O)OC.CCOC(=O)OC.CCOC(=O)OC

Mulliken population analysis, charges in e, atoms 1 to 99:
1. C -1.10
2. C 0.42
3. O -0.35
4. C 0.74
5. O -0.52
6. O -0.36
7. C -0.43
8. H 0.37
9. H 0.28
10. H 0.35
11. H -0.13
12. H 0.30
13. H 0.26
14. H 0.31
15. H 0.06
16. C -0.49
17. C -0.49
18. O -0.32
19. C 0.74
20. O -0.54
21. O -0.35
22. C -0.64
23. H 0.32
24. H 0.11
25. H 0.12
26. H 0.31
27. H 0.37
28. H 0.30
29. H 0.29
30. H 0.23
31. C -0.85
32. C -0.43
33. O -0.23
34. C 0.64
35. O -0.60
36. O -0.39
37. C -0.30
38. H 0.38
39. H 0.31
40. H 0.10
41. H 0.47
42. H 0.18
43. H 0.01
44. H 0.17
45. H 0.45
46. C -0.86
47. C -0.24
48. O -0.14
49. C 0.61
50. O -0.64
51. O -0.06
52. C -0.93
53. H -0.05
54. H 0.28
55. H 0.50
56. H 0.35
57. H 0.24
58. H 0.29
59. H 0.38
60. H 0.31
61. C -0.25
62. C -0.29
63. O -0.54
64. C 0.84
65. O -0.59
66. O -0.44
67. C 0.26
68. H 0.10
69. H 0.32
70. H -0.03
71. H 0.37
72. H 0.11
73. H -0.29
74. H 0.06
75. H 0.30
76. C 0.33
77. C -0.03
78. O -0.37
79. S 1.04
80. O -0.58
81. O -0.55
82. O -0.09
83. H -0.42
84. H 0.15
85. H 0.35
86. H 0.14
87. C -0.32
88. C -0.27
89. O -0.32
90. S 1.05
91. O -0.53
92. O -0.46
93. O -0.33
94. H 0.29
95. H 0.27
96. H 0.30
97. H 0.27
98. C -0.30
99. C -0.39

Most stable of them? arrangement P.